This record from the Open Molecules 2025 dataset describes a cluster of 2 separate species, C6H12O in total. The level of theory is ωB97M-V/def2-TZVPD.

The SMILES is C=COC.C=CC. The total energy comes out at -8462.1972 eV. The value obtained for the gap between HOMO and LUMO is 9.89 eV. The calculation puts the largest force on an atom at 0.0049 Eh/bohr.

Each atom is followed by the atoms it is bonded to, with distances in Å.
Cartesian coordinates (Å):
1 O 1.396 -0.363 0.665  C3 1.352, C7 1.411
2 C 1.466 2.014 0.244  C3 1.333, H12 1.084, H16 1.084
3 C 1.211 0.937 0.987  O1 1.352, C2 1.333, H8 1.086
4 C -1.981 0.711 -0.185  C6 1.329, H17 1.089, H18 1.087
5 C -1.534 -1.760 -0.160  C6 1.500, H11 1.097, H14 1.096, H15 1.096
6 C -1.998 -0.464 0.436  C4 1.329, C5 1.500, H10 1.091
7 C 1.913 -0.610 -0.624  O1 1.411, H9 1.098, H13 1.091, H19 1.098
8 H 0.802 1.014 1.991  C3 1.086
9 H 1.244 -0.209 -1.398  C7 1.098
10 H -2.365 -0.513 1.462  C6 1.091
11 H -2.344 -2.500 -0.179  C5 1.097
12 H 1.862 1.970 -0.765  C2 1.084
13 H 1.986 -1.694 -0.728  C7 1.091
14 H -1.179 -1.617 -1.187  C5 1.096
15 H -0.713 -2.183 0.430  C5 1.096
16 H 1.258 2.994 0.657  C2 1.084
17 H -1.615 0.809 -1.206  C4 1.089
18 H -2.318 1.623 0.300  C4 1.087
19 H 2.907 -0.159 -0.740  C7 1.098

Mulliken atomic charge list, values in e, 8 entries: number 1, O, carries -0.31; number 2, C, carries -0.76; number 3, C, carries 0.09; number 4, C, carries -0.78; number 5, C, carries -0.97; number 6, C, carries 0.16; number 7, C, carries -0.88; number 8, H, carries 0.38

This record from the Open Molecules 2025 dataset describes an isolated molecule of C6H12O. The level of theory is ωB97M-V/def2-TZVPD.

The SMILES is CC[C@H]1C[C@]1(C)O. The total energy comes out at -8463.3383 eV. The value obtained for the gap between HOMO and LUMO is 10.53 eV. The calculation puts the largest force on an atom at 0.0054 Eh/bohr.

Each atom is followed by the atoms it is bonded to, with distances in Å.
Cartesian coordinates (Å):
1 O 1.609 -1.800 -0.017  C4 1.409, H12 0.966
2 C 0.996 -0.103 1.624  C4 1.510, H10 1.095, H14 1.094, H16 1.098
3 C 1.553 0.467 -0.863  C4 1.495, C6 1.512, H18 1.089, H19 1.085
4 C 1.084 -0.506 0.172  O1 1.409, C2 1.510, C3 1.495, C6 1.507
5 C -2.267 0.113 -0.109  C7 1.528, H9 1.095, H11 1.096, H17 1.096
6 C 0.134 -0.054 -0.907  C3 1.512, C4 1.507, C7 1.514, H8 1.090
7 C -1.069 0.845 -0.713  C5 1.528, C6 1.514, H13 1.099, H15 1.097
8 H -0.006 -0.848 -1.641  C6 1.090
9 H -3.155 0.753 -0.069  C5 1.095
10 H 1.972 -0.277 2.088  C2 1.095
11 H -2.049 -0.220 0.912  C5 1.096
12 H 0.921 -2.430 0.236  O1 0.966
13 H -1.355 1.262 -1.689  C7 1.099
14 H 0.743 0.955 1.744  C2 1.094
15 H -0.800 1.706 -0.089  C7 1.097
16 H 0.252 -0.692 2.177  C2 1.098
17 H -2.522 -0.772 -0.702  C5 1.096
18 H 1.701 1.499 -0.552  C3 1.089
19 H 2.258 0.101 -1.602  C3 1.085

Mulliken atomic charge list, values in e, 8 entries: number 1, O, carries -0.59; number 2, C, carries -1.46; number 3, C, carries -1.06; number 4, C, carries 1.14; number 5, C, carries -1.12; number 6, C, carries -0.21; number 7, C, carries -0.54; number 8, H, carries 0.43

This record from the Open Molecules 2025 dataset describes a cluster of 2 separate species, C6H12O in total. The level of theory is ωB97M-V/def2-TZVPD.

The SMILES is OCC1CC1.C=C. The total energy comes out at -8461.9624 eV. The value obtained for the gap between HOMO and LUMO is 10.84 eV. The calculation puts the largest force on an atom at 0.0140 Eh/bohr.

Each atom is followed by the atoms it is bonded to, with distances in Å.
Cartesian coordinates (Å):
1 O -0.005 -0.469 -1.568  C3 1.415, H10 0.973
2 C -2.551 -0.601 -0.693  C4 1.329, H12 1.083, H16 1.088
3 C 1.175 0.099 -1.030  O1 1.415, C5 1.513, H11 1.097, H19 1.101
4 C -2.451 -1.771 -0.071  C2 1.329, H8 1.089, H9 1.087
5 C 0.972 1.111 0.077  C3 1.513, C6 1.503, C7 1.497, H18 1.090
6 C 2.090 1.322 1.058  C5 1.503, C7 1.504, H14 1.087, H17 1.088
7 C 0.838 0.603 1.478  C5 1.497, C6 1.504, H13 1.089, H15 1.083
8 H -2.683 -2.688 -0.612  C4 1.089
9 H -2.145 -1.836 0.970  C4 1.087
10 H -0.374 -1.193 -1.033  O1 0.973
11 H 1.687 0.611 -1.853  C3 1.097
12 H -2.805 -0.576 -1.745  C2 1.083
13 H 0.893 -0.477 1.609  C7 1.089
14 H 2.996 0.737 0.928  C6 1.087
15 H 0.152 1.107 2.149  C7 1.083
16 H -2.326 0.360 -0.235  C2 1.088
17 H 2.257 2.333 1.427  C6 1.088
18 H 0.423 2.016 -0.184  C5 1.090
19 H 1.857 -0.688 -0.671  C3 1.101

Mulliken atomic charge list, values in e, 8 entries: number 1, O, carries -0.46; number 2, C, carries -0.37; number 3, C, carries -0.77; number 4, C, carries -0.61; number 5, C, carries 0.24; number 6, C, carries -0.61; number 7, C, carries -0.58; number 8, H, carries 0.27

This record from the Open Molecules 2025 dataset describes an isolated molecule of C6H12O. The level of theory is ωB97M-V/def2-TZVPD.

The SMILES is CC[C@H]1CCCO1. The total energy comes out at -8463.9379 eV. The value obtained for the gap between HOMO and LUMO is 10.67 eV. The calculation puts the largest force on an atom at 0.0051 Eh/bohr.

Each atom is followed by the atoms it is bonded to, with distances in Å.
Cartesian coordinates (Å):
1 O -0.226 -0.684 0.862  C6 1.413, C7 1.429
2 C 2.505 -0.392 0.068  C4 1.525, H9 1.096, H12 1.093, H18 1.095
3 C -1.094 1.028 -0.551  C5 1.535, C7 1.548, H14 1.094, H16 1.097
4 C 1.381 0.345 -0.652  C2 1.525, C7 1.529, H13 1.099, H15 1.099
5 C -2.179 0.000 -0.199  C3 1.535, C6 1.525, H17 1.095, H19 1.094
6 C -1.341 -1.218 0.178  O1 1.413, C5 1.525, H8 1.103, H11 1.094
7 C 0.150 0.542 0.233  O1 1.429, C3 1.548, C4 1.529, H10 1.098
8 H -1.026 -1.772 -0.722  C6 1.103
9 H 2.758 0.099 1.015  C2 1.096
10 H 0.406 1.233 1.047  C7 1.098
11 H -1.844 -1.915 0.854  C6 1.094
12 H 2.195 -1.414 0.302  C2 1.093
13 H 1.720 1.334 -0.991  C4 1.099
14 H -1.382 2.048 -0.279  C3 1.094
15 H 1.093 -0.211 -1.555  C4 1.099
16 H -0.890 1.022 -1.628  C3 1.097
17 H -2.758 0.329 0.670  C5 1.095
18 H 3.411 -0.434 -0.545  C2 1.095
19 H -2.872 -0.194 -1.022  C5 1.094

Mulliken atomic charge list, values in e, 8 entries: number 1, O, carries -0.44; number 2, C, carries -1.25; number 3, C, carries -0.74; number 4, C, carries -0.50; number 5, C, carries -0.48; number 6, C, carries -0.44; number 7, C, carries 0.09; number 8, H, carries 0.25

This record from the Open Molecules 2025 dataset describes a cluster of 2 separate species, C6H12O in total. The level of theory is ωB97M-V/def2-TZVPD.

The SMILES is C/C=C/C=C/C.O. The total energy comes out at -8461.1075 eV. The value obtained for the gap between HOMO and LUMO is 8.90 eV. The calculation puts the largest force on an atom at 0.0648 Eh/bohr.

Each atom is followed by the atoms it is bonded to, with distances in Å.
Cartesian coordinates (Å):
1 O 0.192 3.704 -1.959  H17 0.976, H19 1.017
2 C 1.634 -1.538 0.791  C5 1.500, C6 1.354, H15 1.146
3 C -0.851 -0.829 0.919  C6 1.520, C7 1.319, H13 1.084
4 C -3.019 0.092 0.111  C7 1.466, H8 1.122, H14 1.151, H18 1.197
5 C 2.970 -1.354 0.134  C2 1.500, H9 1.128, H12 1.032, H16 1.119
6 C 0.654 -0.620 0.965  C2 1.354, C3 1.520, H11 1.104
7 C -1.557 0.023 0.201  C3 1.319, C4 1.466, H10 1.190
8 H -3.419 0.917 -0.536  C4 1.122
9 H 3.457 -2.345 -0.095  C5 1.128
10 H -0.854 0.848 -0.288  C7 1.190
11 H 1.040 0.364 1.282  C6 1.104
12 H 2.773 -0.881 -0.762  C5 1.032
13 H -1.233 -1.656 1.507  C3 1.084
14 H -3.465 0.148 1.170  C4 1.151
15 H 1.555 -2.619 1.163  C2 1.146
16 H 3.713 -0.749 0.711  C5 1.119
17 H -0.337 4.438 -2.325  O1 0.976
18 H -3.422 -0.966 -0.278  C4 1.197
19 H 0.169 3.023 -2.714  O1 1.017

Mulliken atomic charge list, values in e, 8 entries: number 1, O, carries -0.65; number 2, C, carries -0.06; number 3, C, carries -0.42; number 4, C, carries -0.96; number 5, C, carries -1.01; number 6, C, carries -0.54; number 7, C, carries 0.18; number 8, H, carries 0.28

This record from the Open Molecules 2025 dataset describes a cluster of 2 separate species, C6H12O in total. The level of theory is ωB97M-V/def2-TZVPD.

The total energy comes out at -8459.3633 eV. The value obtained for the gap between HOMO and LUMO is 8.60 eV. The calculation puts the largest force on an atom at 0.0071 Eh/bohr.

Each atom is followed by the atoms it is bonded to, with distances in Å.
Cartesian coordinates (Å):
1 O -1.152 -0.767 1.351  C6 1.430, H10 0.965
2 C -1.102 -2.510 -0.265  C6 1.537, H12 1.094, H13 1.092, H19 1.094
3 C 1.821 1.194 -0.657  C7 1.337, H9 1.088, H16 1.086
4 C -0.474 2.141 -0.242  C7 1.501, H8 1.095, H14 1.098, H18 1.096
5 C 1.001 -1.226 0.130  C6 1.475, H17 1.112
6 C -0.473 -1.175 0.161  O1 1.430, C2 1.537, C5 1.475, H15 1.106
7 C 0.924 1.764 0.155  C3 1.337, C4 1.501, H11 1.092
8 H -0.640 1.975 -1.312  C4 1.095
9 H 1.594 0.988 -1.700  C3 1.088
10 H -0.550 -0.198 1.847  O1 0.965
11 H 1.216 2.000 1.181  C7 1.092
12 H -0.928 -3.282 0.490  C2 1.094
13 H -0.700 -2.844 -1.224  C2 1.092
14 H -1.209 1.547 0.316  C4 1.098
15 H -0.694 -0.462 -0.656  C6 1.106
16 H 2.832 0.971 -0.328  C3 1.086
17 H 1.388 -0.947 1.134  C5 1.112
18 H -0.675 3.196 -0.025  C4 1.096
19 H -2.182 -2.365 -0.355  C2 1.094

Mulliken atomic charge list, values in e, 8 entries: number 1, O, carries -0.58; number 2, C, carries -1.46; number 3, C, carries -0.85; number 4, C, carries -0.99; number 5, C, carries -0.61; number 6, C, carries 0.88; number 7, C, carries 0.12; number 8, H, carries 0.29

Copy entry 2 word for word.
This record from the Open Molecules 2025 dataset describes an isolated molecule of C6H12O. The level of theory is ωB97M-V/def2-TZVPD.

The SMILES is CC[C@H]1C[C@]1(C)O. The total energy comes out at -8463.3383 eV. The value obtained for the gap between HOMO and LUMO is 10.53 eV. The calculation puts the largest force on an atom at 0.0054 Eh/bohr.

Each atom is followed by the atoms it is bonded to, with distances in Å.
Cartesian coordinates (Å):
1 O 1.609 -1.800 -0.017  C4 1.409, H12 0.966
2 C 0.996 -0.103 1.624  C4 1.510, H10 1.095, H14 1.094, H16 1.098
3 C 1.553 0.467 -0.863  C4 1.495, C6 1.512, H18 1.089, H19 1.085
4 C 1.084 -0.506 0.172  O1 1.409, C2 1.510, C3 1.495, C6 1.507
5 C -2.267 0.113 -0.109  C7 1.528, H9 1.095, H11 1.096, H17 1.096
6 C 0.134 -0.054 -0.907  C3 1.512, C4 1.507, C7 1.514, H8 1.090
7 C -1.069 0.845 -0.713  C5 1.528, C6 1.514, H13 1.099, H15 1.097
8 H -0.006 -0.848 -1.641  C6 1.090
9 H -3.155 0.753 -0.069  C5 1.095
10 H 1.972 -0.277 2.088  C2 1.095
11 H -2.049 -0.220 0.912  C5 1.096
12 H 0.921 -2.430 0.236  O1 0.966
13 H -1.355 1.262 -1.689  C7 1.099
14 H 0.743 0.955 1.744  C2 1.094
15 H -0.800 1.706 -0.089  C7 1.097
16 H 0.252 -0.692 2.177  C2 1.098
17 H -2.522 -0.772 -0.702  C5 1.096
18 H 1.701 1.499 -0.552  C3 1.089
19 H 2.258 0.101 -1.602  C3 1.085

Mulliken atomic charge list, values in e, 8 entries: number 1, O, carries -0.59; number 2, C, carries -1.46; number 3, C, carries -1.06; number 4, C, carries 1.14; number 5, C, carries -1.12; number 6, C, carries -0.21; number 7, C, carries -0.54; number 8, H, carries 0.43

> Which of these has the lowest gap between HOMO and LUMO?

number 6

> Among the records above, which one has the lowest gap between HOMO and LUMO?

number 6